Computed, not measured: a 12-piece molecular cluster, C47H87F5O36 overall in a non-equilibrium geometry, with ωB97M-V/def2-TZVPD.

Values from the calculation:
**HOMO**: -8.8 eV
**SMILES string**: C=CC[C@](CCO)(CCCC(F)(F)C(F)(F)F)OC(=O)CC.COC(=O)OC.COC(=O)OC.COC(=O)OC.COC(=O)OC.COC(=O)OC.COC(=O)OC.COC(=O)OC.COC(=O)OC.COC(=O)OC.COC(=O)OC.COC(=O)OC

```
! RIJCOSX wB97M-V def2-TZVPD def2/J DEFGRID3
* xyz 0 1
C -3.751 -5.575 1.616
C -3.904 -4.331 1.110
C -4.425 -4.041 -0.290
C -3.399 -4.207 -1.448
C -3.895 -3.364 -2.631
C -2.999 -3.351 -3.875
O -3.220 -2.186 -4.668
C -3.399 -5.715 -1.878
C -2.066 -6.447 -1.672
C -1.127 -6.211 -2.854
C 0.288 -6.735 -2.662
F 0.331 -7.823 -1.851
F 0.793 -7.120 -3.877
C 1.240 -5.661 -2.094
F 0.645 -4.991 -1.102
F 1.573 -4.788 -3.042
F 2.352 -6.213 -1.603
O -2.063 -3.885 -1.051
C -1.655 -2.584 -1.028
O -0.661 -2.292 -1.652
C -2.358 -1.558 -0.171
C -1.561 -0.258 -0.062
H -3.256 -6.349 1.031
H -4.094 -5.876 2.600
H -3.642 -3.474 1.725
H -5.285 -4.679 -0.463
H -4.778 -3.008 -0.261
H -4.125 -2.338 -2.335
H -4.857 -3.800 -2.916
H -1.950 -3.335 -3.565
H -3.154 -4.220 -4.509
H -3.052 -1.428 -4.098
H -3.691 -5.768 -2.928
H -4.162 -6.262 -1.329
H -2.293 -7.514 -1.627
H -1.592 -6.189 -0.728
H -1.064 -5.140 -3.037
H -1.540 -6.709 -3.731
H -2.541 -1.985 0.815
H -3.338 -1.312 -0.583
H -0.681 -0.392 0.563
H -1.269 0.075 -1.055
H -2.197 0.519 0.362
C 1.331 -5.050 -6.642
O 1.156 -3.668 -6.312
C 0.709 -2.921 -7.324
O 0.457 -3.311 -8.433
O 0.591 -1.667 -6.901
C 0.113 -0.754 -7.896
H 1.695 -5.531 -5.741
H 0.383 -5.497 -6.937
H 2.062 -5.163 -7.440
H -0.880 -1.042 -8.234
H 0.795 -0.716 -8.743
H 0.070 0.218 -7.414
C 2.903 -0.040 4.681
O 2.979 -1.415 4.297
C 2.029 -1.744 3.422
O 1.183 -0.998 2.996
O 2.162 -3.025 3.097
C 1.141 -3.454 2.191
H 3.706 0.138 5.390
H 3.039 0.601 3.813
H 1.949 0.178 5.156
H 1.185 -2.870 1.274
H 0.159 -3.356 2.652
H 1.330 -4.499 1.966
C 1.872 5.276 6.337
O 2.097 4.298 5.312
C 2.900 4.691 4.333
O 3.439 5.767 4.244
O 3.009 3.697 3.456
C 3.848 4.003 2.336
H 1.201 4.812 7.052
H 2.804 5.540 6.832
H 1.406 6.166 5.921
H 4.861 4.227 2.664
H 3.434 4.840 1.780
H 3.866 3.122 1.700
C -8.702 -7.014 4.295
O -7.607 -6.111 4.122
C -7.589 -5.103 4.992
O -8.391 -4.911 5.868
O -6.528 -4.343 4.725
C -6.378 -3.213 5.588
H -8.590 -7.775 3.528
H -8.666 -7.478 5.278
H -9.651 -6.497 4.162
H -6.253 -3.533 6.621
H -7.236 -2.550 5.505
H -5.483 -2.696 5.254
C 3.100 10.345 9.923
O 3.011 9.208 9.062
C 4.008 9.109 8.183
O 4.928 9.875 8.074
O 3.806 8.018 7.448
C 4.806 7.778 6.451
H 2.234 10.297 10.577
H 4.010 10.306 10.518
H 3.072 11.267 9.346
H 5.782 7.639 6.913
H 4.844 8.600 5.739
H 4.514 6.872 5.932
C 5.061 7.983 2.106
O 5.353 7.085 1.026
C 6.161 7.579 0.088
O 6.649 8.675 0.072
O 6.334 6.628 -0.832
C 7.192 6.987 -1.919
H 4.403 7.439 2.778
H 5.975 8.259 2.628
H 4.559 8.874 1.735
H 8.193 7.213 -1.558
H 6.788 7.840 -2.460
H 7.227 6.123 -2.574
C 3.413 5.248 -1.160
O 2.122 4.731 -0.818
C 1.234 4.766 -1.810
O 1.415 5.227 -2.904
O 0.112 4.188 -1.380
C -0.944 4.160 -2.345
H 4.027 5.175 -0.270
H 3.859 4.657 -1.958
H 3.351 6.293 -1.456
H -0.643 3.598 -3.226
H -1.234 5.171 -2.626
H -1.780 3.662 -1.861
C -3.377 -4.450 7.392
O -2.815 -3.137 7.469
C -2.014 -2.827 6.449
O -1.754 -3.543 5.518
O -1.560 -1.590 6.634
C -0.686 -1.137 5.596
H -3.998 -4.564 8.275
H -3.988 -4.555 6.497
H -2.593 -5.204 7.396
H -1.198 -1.125 4.636
H 0.200 -1.766 5.540
H -0.390 -0.124 5.853
C 4.672 1.225 -2.378
O 3.436 0.889 -3.005
C 3.210 -0.428 -3.093
O 3.953 -1.287 -2.694
O 2.041 -0.609 -3.687
C 1.662 -1.987 -3.850
H 4.724 2.311 -2.375
H 4.699 0.855 -1.355
H 5.512 0.821 -2.940
H 1.573 -2.465 -2.881
H 2.384 -2.506 -4.472
H 0.698 -1.986 -4.342
C -0.129 3.032 1.827
O -1.098 3.668 2.672
C -2.308 3.128 2.617
O -2.640 2.191 1.938
O -3.105 3.804 3.448
C -4.450 3.326 3.489
H 0.803 3.568 1.966
H 0.008 1.992 2.119
H -0.427 3.096 0.784
H -4.481 2.294 3.833
H -4.917 3.405 2.510
H -4.975 3.962 4.196
C 0.308 -3.496 -11.928
O 0.130 -2.118 -11.586
C -0.308 -1.355 -12.582
O -0.557 -1.718 -13.701
O -0.426 -0.106 -12.125
C -0.892 0.830 -13.099
H 0.659 -3.990 -11.027
H -0.637 -3.939 -12.237
H 1.048 -3.601 -12.719
H -1.883 0.554 -13.455
H -0.201 0.889 -13.937
H -0.940 1.791 -12.596
*
```